No. 1
{"formula": "C6H11N3", "method": "the ωB97M-V functional and the def2-TZVPD basis", "spin_multiplicity": 1, "relative_energy_kcal_mol": 106.6, "largest_force_ev_per_a": 2.134, "homo_energy_ev": [-7.155, -6.758], "symbols": ["C", "C", "C", "C", "N", "N", "C", "C", "N", "H", "H", "H", "H", "H", "H", "H", "H", "H", "H", "H"], "coordinates": [[-1.244, -1.572, 0.061], [0.315, 0.394, 1.367], [1.207, 0.509, 0.339], [-0.948, -0.090, -0.036], [2.442, 1.106, 0.350], [0.737, -0.762, -1.828], [0.354, 0.260, -0.896], [-2.011, 0.763, -0.254], [0.113, 0.783, 2.545], [2.695, 1.548, 1.225], [2.900, 1.367, -0.511], [-0.456, 0.160, 3.117], [1.512, -0.451, -2.400], [1.001, -1.627, -1.374], [0.244, 1.209, -1.440], [-1.513, -1.976, -0.915], [-0.375, -2.116, 0.433], [-2.065, -1.744, 0.755], [-3.029, 0.405, -0.283], [-1.879, 1.834, -0.255]], "nbo_charge": [-0.64, 0.22, 0.08, -0.09, -0.80, -0.83, -0.07, -0.31, -0.65, 0.40, 0.40, 0.35, 0.36, 0.36, 0.20, 0.22, 0.21, 0.22, 0.19, 0.19]}


No. 2
{"formula": "C2H3N3S", "method": "the ωB97M-V functional and the def2-TZVPD basis", "spin_multiplicity": 1, "relative_energy_kcal_mol": 100.5, "largest_force_ev_per_a": 3.892, "homo_energy_ev": [-8.030, -8.178], "symbols": ["C", "C", "N", "N", "N", "S", "H", "H", "H"], "coordinates": [[-0.842, 1.197, 0.031], [1.443, -0.328, -0.103], [0.282, 1.661, -0.113], [-0.933, -0.214, 0.104], [0.326, -0.958, -0.119], [3.031, -0.371, -0.095], [-1.710, 1.800, 0.100], [-1.619, -0.921, -0.196], [0.021, -1.867, 0.391]], "nbo_charge": [0.11, 0.17, -0.43, -0.48, -0.47, 0.07, 0.21, 0.39, 0.43]}


No. 3
{"formula": "C6H15NO", "method": "the ωB97M-V functional and the def2-TZVPD basis", "spin_multiplicity": 1, "relative_energy_kcal_mol": 205.1, "largest_force_ev_per_a": 4.648, "homo_energy_ev": -6.599, "symbols": ["C", "C", "C", "C", "C", "N", "C", "H", "H", "H", "H", "H", "H", "H", "H", "H", "H", "H", "H", "H", "H", "H", "O"], "coordinates": [[-0.889, -0.835, -1.331], [-0.105, 0.204, -2.196], [0.659, 1.169, -1.330], [1.963, 1.102, -1.039], [-0.209, -1.145, -0.007], [-0.888, -0.928, 1.131], [0.190, -1.051, 2.205], [-1.827, -0.307, -1.147], [-1.163, -1.657, -1.995], [-0.827, 0.896, -2.638], [0.509, -0.296, -2.943], [0.160, 1.859, -0.652], [2.218, 1.562, -0.094], [2.570, 0.436, -1.644], [0.799, -0.738, 0.009], [0.173, -2.359, 0.104], [-1.724, -1.465, 1.320], [-0.080, -0.337, 2.982], [0.219, -2.130, 2.441], [0.229, -3.156, 0.345], [-0.195, 1.950, 2.645], [-0.716, 0.954, 1.645], [-0.462, 1.888, 1.722]], "nbo_charge": [-0.45, -0.44, -0.19, -0.41, 0.03, -0.52, -0.72, 0.23, 0.23, 0.22, 0.21, 0.23, 0.23, 0.19, 0.29, -0.01, 0.40, 0.15, 0.16, 0.17, 0.47, 0.48, -0.96]}